(1)
Formula: C19H21BNORh
Source: OMol25
Level of theory: ωB97M-V with the def2-TZVPD basis set

Calculated values
**E_LUMO (spin up / spin down)**: -0.012 / -3.002 eV
**ΔE to the lowest compared entry with this formula, charge and spin**: 163.5 kJ/mol
**Kohn-Sham gap (spin up / spin down)**: 0.268 / 0.202 hartree
**F_max**: 7.5 eV/Å
**⟨S²⟩**: 6.06
**2S+1**: 5
**Total energy**: -1001.6684 hartree

XYZ file:
```
44
Properties=species:S:1:pos:R:3:forces:R:3
C -1.37567 -0.03492 1.52905 -1.1550 -0.1149 0.8321
C -0.25427 -0.00815 2.43365 -0.3553 0.7842 1.9289
C 0.32907 1.31350 2.34135 -0.6029 -0.3182 1.6299
H 0.19266 -0.85550 2.94827 -0.3753 0.2630 -0.0057
C -0.42151 2.08762 1.37850 -0.9526 0.0259 0.2639
C -1.50395 1.26022 0.94435 -2.4147 1.3065 1.0455
H -2.31770 1.58213 0.29670 0.3352 -0.2029 0.2648
H -1.98501 -0.90981 1.29740 0.1368 0.3444 0.2250
H 1.21753 1.65546 2.84254 0.0578 -0.0654 0.0627
H -0.20181 3.08529 1.01384 -0.0106 -0.1651 0.2343
C 1.04625 0.02642 -2.41096 -0.7188 -1.3835 0.2596
C 0.10742 -0.98907 -2.06259 0.7847 1.2729 -0.7424
C -1.09510 -0.33655 -1.61061 0.4124 0.3070 -0.9981
H 0.26117 -2.05804 -2.18807 -0.0753 0.3966 0.3066
C -0.89411 1.07795 -1.76206 0.3683 -0.0616 0.0102
C 0.43502 1.30332 -2.22259 -0.4814 -0.0891 0.0370
H 0.87987 2.28123 -2.41346 -0.1266 -0.4600 0.0736
H 2.07589 -0.14663 -2.70077 -0.2559 0.0648 -0.0181
H -2.00889 -0.84196 -1.31788 0.1705 0.0866 0.0463
H -1.63293 1.87056 -1.66940 0.1957 -0.3890 0.0715
Rh 0.34009 0.38627 0.56009 4.9082 -1.7348 -5.3888
O 2.09867 1.08153 -0.20282 -0.8117 0.4395 -0.3595
C 2.96640 1.81592 0.61911 0.6142 -0.4143 0.9128
C 2.80843 3.30914 0.91133 -0.9440 -1.0551 -0.0523
H 2.95850 1.31089 1.61820 0.5733 0.3779 -0.5765
H 3.92834 1.66255 0.12000 0.3872 0.0890 0.4331
H 2.38883 3.53772 1.89351 0.1364 0.2338 -0.2448
H 2.25642 5.95234 1.23419 0.0934 -0.0158 -0.3114
C 2.65544 5.71145 0.24467 -0.0500 -0.6663 0.1548
C 3.01313 4.32964 -0.01188 0.3178 1.4430 -1.2535
C 3.59954 4.08463 -1.30858 -0.3360 -0.1361 0.3758
H 3.91045 3.06408 -1.53414 -0.0118 0.2920 -0.0393
C 3.75005 5.08919 -2.25295 0.0045 0.0841 0.0189
H 4.24077 4.87026 -3.21412 -0.3676 0.0715 0.5205
C 3.30377 6.39560 -1.98355 0.1602 -0.2055 0.1208
H 3.41005 7.17531 -2.73752 -0.0326 -0.2024 0.2016
C 2.76755 6.69989 -0.72240 0.2088 -0.2993 -0.0168
H 2.47204 7.72744 -0.50048 0.0316 -0.3562 -0.0098
B -1.55990 -3.60879 0.59518 -0.8100 -0.8483 0.1232
C -0.30715 -2.72337 0.51445 2.2082 1.2858 -0.2047
N 0.65098 -2.04456 0.42149 -1.4673 -0.5215 0.1672
H -1.24661 -4.72819 0.20802 -0.0657 0.2893 0.0561
H -2.43755 -3.14759 -0.12666 0.1874 0.1237 0.0077
H -1.95228 -3.66380 1.75212 0.1286 0.1234 -0.1627
```
Forces are in eV/Å.

Atomic partial charges in e from the Löwdin method, atoms 1 to 6: -0.2049, -0.1736, -0.1803, 0.1228, -0.1584, -0.2047



(2)
Formula: C19H21BNOV
Source: OMol25
Level of theory: ωB97M-V with the def2-TZVPD basis set

Calculated values
**E_LUMO (spin up / spin down)**: 2.631 / 1.469 eV
**Charge**: -1
**Kohn-Sham gap (spin up / spin down)**: 0.203 / 0.199 hartree
**F_max**: 6.4 eV/Å
**⟨S²⟩**: 3.81
**2S+1**: 4
**Total energy**: -1835.3568 hartree

XYZ file:
```
44
Properties=species:S:1:pos:R:3:forces:R:3
C 0.59633 -2.03747 2.83821 0.4411 -1.1379 -0.7217
C -0.59050 -2.57184 2.23654 1.1951 -0.1671 -0.0913
C -0.42530 -2.52458 0.82949 1.4641 -0.3645 0.4011
H -1.44836 -3.00883 2.75077 0.3233 0.3824 -0.0923
C 0.86028 -1.94549 0.54388 -0.0530 -1.2089 0.6806
C 1.48640 -1.60771 1.79815 -0.6909 -1.1888 0.0715
H 2.49564 -1.21690 1.92861 -0.3962 -0.1353 -0.0241
H 0.84707 -2.06599 3.89624 -0.2785 0.3999 -0.2943
H -1.10893 -2.97010 0.11008 0.0683 0.4258 0.0722
H 1.34697 -1.90378 -0.42856 -0.2954 0.3467 0.2732
C -0.77695 2.34357 1.07238 1.0053 0.0811 0.2903
C -0.44136 2.25520 2.44699 1.3097 0.8109 -0.4487
C 0.89698 1.74269 2.55325 -0.5068 0.9956 -0.2894
H -1.07713 2.58342 3.26938 0.2588 -0.3728 -0.2692
C 1.39203 1.49359 1.22919 -1.0069 1.2135 -0.4012
C 0.34801 1.89698 0.31691 1.1372 1.3007 0.9450
H 0.47563 1.98820 -0.75621 -0.2096 -0.4642 0.1285
H -1.71630 2.71613 0.66708 0.2383 -0.2668 0.0927
H 1.48450 1.68865 3.46336 -0.2598 -0.3403 -0.0930
H 2.40358 1.20451 0.95185 -0.3413 -0.0028 0.1004
V -0.17377 -0.09941 1.51113 0.7835 0.1968 1.2663
O -0.88207 -0.11443 -0.05198 -2.7347 -0.7524 -5.7199
C -1.34915 -0.39576 -1.41148 0.1967 0.4820 1.9600
C -0.38684 -0.82647 -2.49959 -0.0229 -0.4431 1.8429
H -2.10556 -1.18886 -1.26879 0.0969 0.1700 -0.4037
H -1.84891 0.52804 -1.71464 -0.2322 -0.1461 -0.1525
H 0.12142 -1.76915 -2.30038 -0.1160 0.0619 -0.2600
H 0.96847 -1.85648 -4.53142 -0.1788 0.3602 -0.0910
C 0.60926 -0.84118 -4.73101 -0.1192 0.2108 0.3078
C -0.11502 -0.16027 -3.68418 0.3006 0.6381 -0.9738
C -0.51876 1.20086 -3.93290 0.1284 -0.5742 -0.0481
H -1.00785 1.75175 -3.12419 0.1827 -0.1277 -0.4284
C -0.27161 1.78627 -5.16585 -0.1978 -0.2410 0.1512
H -0.61977 2.80632 -5.34421 0.2141 -0.2819 -0.0008
C 0.36733 1.06542 -6.18624 0.1675 0.0719 0.1054
H 0.53412 1.54185 -7.14864 -0.0262 -0.1027 0.1116
C 0.83791 -0.24027 -5.95483 -0.3332 0.1625 0.0852
H 1.34119 -0.78930 -6.75685 -0.1118 0.2250 0.3375
B -0.27308 -0.07676 5.92248 0.1801 -0.0307 1.2746
C -0.70231 -0.04366 4.47031 -1.2920 -0.0574 -3.2676
N -1.01858 -0.05210 3.33767 -0.2286 -0.2138 3.5306
H 0.81119 -0.63786 6.02492 -0.1732 0.0716 -0.1472
H -1.14504 -0.71583 6.48795 0.0950 0.0401 0.1444
H -0.22114 1.06707 6.33509 0.0180 -0.0274 0.0456
```
Forces are in eV/Å.

Atomic partial charges in e from the natural (NBO) method, atoms 1 to 6: -0.3013, -0.2984, -0.2929, 0.2212, -0.3524, -0.3708



(3)
Formula: C19H21BrHgN5O7P2S
Source: OMol25
Level of theory: ωB97M-V with the def2-TZVPD basis set

Calculated values
**E_LUMO (spin up / spin down)**: 4.047 / 4.046 eV
**Charge**: -2
**ΔE to the lowest compared entry with this formula, charge and spin**: 140.7 kJ/mol
**Kohn-Sham gap (spin up / spin down)**: 0.151 / 0.233 hartree
**F_max**: 5.0 eV/Å
**⟨S²⟩**: 0.77
**2S+1**: 2
**Total energy**: -5345.7192 hartree

XYZ file:
```
57
Properties=species:S:1:pos:R:3:forces:R:3
Hg 0.42700 -0.61850 -0.28240 -0.7560 -0.7205 0.3533
C -3.72320 0.30932 1.28694 0.0289 0.0257 -0.0692
C -2.70713 -0.08200 0.24959 0.0462 0.0269 0.0163
N -1.51553 0.51732 0.16147 0.2988 -0.1074 0.4278
N -1.25812 1.56114 1.06963 -0.5877 -0.7710 -0.5516
C -0.71306 1.35461 2.28789 0.1322 0.5686 0.3828
N -0.15982 2.47846 2.81419 0.2309 -1.8396 2.6969
S -0.75912 -0.10768 3.10880 -0.0311 -0.3670 0.0686
C -3.01481 -1.10809 -0.67587 -0.1028 -0.0379 -0.0307
C -4.24325 -1.83785 -0.62982 0.0349 -0.0353 -0.0217
C -4.50234 -2.80327 -1.56244 -0.0163 0.0240 0.0012
C -3.55265 -3.07794 -2.56609 0.0337 -0.0355 -0.0302
C -2.37790 -2.33541 -2.53631 -0.0530 0.0392 0.0384
N -2.09162 -1.39683 -1.65396 -0.0855 -0.0696 -0.0419
H -3.44654 1.25331 1.74836 0.0235 -0.0033 0.0223
H -3.77266 -0.44449 2.07693 0.0113 0.0139 -0.0010
H -4.71479 0.41540 0.84194 -0.0258 -0.0063 -0.0178
H -0.88360 2.38066 0.58694 -1.0694 -0.6440 0.5159
H 0.16734 3.18441 2.13075 -0.2471 -0.3163 0.9210
H 0.45033 2.29017 3.59164 -0.2546 -0.3731 0.2467
H -4.96400 -1.63752 0.14980 -0.0164 0.0145 0.0347
H -5.43694 -3.35360 -1.53035 -0.0026 -0.0109 0.0383
H -3.71141 -3.84420 -3.31287 0.0033 0.0115 -0.0290
H -1.60939 -2.51463 -3.28819 0.0296 -0.0192 -0.0184
O 2.96156 1.80635 -1.79020 0.1818 0.1166 0.0737
P 3.17902 1.62209 -0.20134 0.1646 -0.4380 0.3569
O 4.58270 1.90427 0.15454 -0.0796 0.0490 -0.1051
O 2.50316 0.35855 0.25524 0.2236 -0.0066 -0.1538
O 2.22652 2.81430 0.43940 -0.4116 0.6988 -0.1676
P 0.82639 3.30637 -0.17334 1.5737 0.1594 -1.2902
O 1.23474 4.64038 -1.01531 -0.1579 -0.2414 0.1942
O -0.04632 3.70019 0.98066 0.6103 3.3590 -3.6555
O 0.32752 2.30287 -1.16729 0.1267 0.6964 0.2897
H 2.00012 1.85037 -1.93712 -0.1966 -0.0177 -0.1089
H 1.56012 5.29235 -0.38844 0.0685 0.1604 0.0145
C 1.83550 -5.27718 0.69215 -0.0223 0.0139 -0.0225
C 2.45197 -4.20051 1.31930 -0.0012 -0.0303 0.0000
C 2.03454 -2.90097 1.05603 0.0355 -0.0104 0.0175
C 0.99516 -2.64112 0.16172 0.1307 0.1161 -0.2405
C 0.38428 -3.73324 -0.45560 -0.0078 -0.0588 0.0624
C 0.79539 -5.03832 -0.19576 0.0113 0.0186 0.0078
H 2.16099 -6.29227 0.89376 0.0117 -0.0031 0.0086
H 3.27028 -4.37618 2.00993 -0.0053 0.0092 0.0289
H 2.52665 -2.06879 1.54626 0.0278 0.0026 -0.0307
H -0.44038 -3.57130 -1.14090 0.0147 0.0103 -0.0112
H 0.30109 -5.86788 -0.69138 -0.0105 -0.0142 0.0080
Br -1.76395 2.55898 -4.92076 0.0114 0.0285 0.0230
C -0.42902 1.31541 -4.40455 -0.0277 -0.0132 -0.0528
C 0.58916 0.99414 -5.28137 0.0493 -0.0204 0.0568
C 1.52598 0.05868 -4.87214 -0.0161 -0.0183 -0.1115
C 1.39587 -0.50267 -3.61244 -0.0496 0.0198 0.0722
N 0.41794 -0.16959 -2.77821 0.1454 0.1809 -0.1738
C -0.48656 0.73153 -3.15096 -0.1056 -0.1363 -0.0332
H 0.65319 1.47068 -6.25031 -0.0188 -0.0156 -0.0159
H 2.34380 -0.22667 -5.51943 0.0240 0.0013 0.0117
H 2.09998 -1.24064 -3.24600 0.0458 0.0429 0.0263
H -1.25380 0.97328 -2.42703 0.0287 -0.0268 -0.0314
```
Forces are in eV/Å.

Atomic partial charges in e from the natural (NBO) method, atoms 1 to 6: 1.4732, -0.6721, 0.1975, -0.4921, -0.5125, 0.2970



(4)
Formula: C19H21Cl2FeN8O2SbSe4
Source: OMol25
Level of theory: ωB97M-V with the def2-TZVPD basis set

Calculated values
**E_LUMO (spin up / spin down)**: 1.955 / 1.723 eV
**Charge**: -1
**ΔE to the lowest compared entry with this formula, charge and spin**: 0.0 kJ/mol
**Kohn-Sham gap (spin up / spin down)**: 0.234 / 0.226 hartree
**F_max**: 1.0 eV/Å
**⟨S²⟩**: 0.77
**2S+1**: 2
**Total energy**: -13355.4320 hartree

XYZ file:
```
58
Properties=species:S:1:pos:R:3:forces:R:3
Fe 0.34327 0.06656 -0.21460 -0.0041 -0.5220 -0.0242
N 3.05309 -0.17414 2.72012 -0.0869 0.1535 0.3375
C 4.03019 0.14191 1.80905 0.0281 -0.0103 -0.1158
C 3.45366 0.03907 0.57711 0.0725 -0.0037 -0.0100
N 2.13571 -0.30952 0.72170 0.0770 0.0267 -0.1089
C 1.93148 -0.41290 2.02284 -0.1252 -0.0599 0.0441
C 0.56919 -0.62587 2.46068 -0.0901 0.0139 -0.0804
N -0.34884 -0.72862 1.51284 -0.0085 0.3144 0.1972
C -1.55802 -0.72770 2.15513 -0.0051 -0.1800 -0.0975
C -1.34546 -0.64007 3.49897 -0.1656 -0.0508 0.0062
N 0.00809 -0.58951 3.68102 0.2095 -0.0555 0.0040
H 3.02354 0.12873 3.70485 0.0102 -0.0192 -0.2481
H 5.02163 0.42317 2.11556 -0.0199 0.0033 -0.0168
H 3.88531 0.22265 -0.39256 -0.0004 0.0024 0.0246
H -2.48474 -0.74330 1.60737 0.0124 0.0286 -0.0056
H -2.02909 -0.55349 4.32372 0.0054 0.0007 -0.0231
H 0.49664 -0.20979 4.49979 -0.0571 0.0823 -0.0178
Cl -3.42193 4.24871 -4.75608 -0.0121 -0.0134 0.0113
C -2.81184 3.09043 -3.60340 0.0249 0.0039 0.0000
C -3.72178 2.38279 -2.79829 -0.0240 -0.0119 0.0046
C -3.26737 1.47381 -1.89059 -0.0686 0.0491 -0.0264
Cl -4.39945 0.59358 -0.91627 0.0132 -0.0007 0.0025
C -1.87101 1.20696 -1.68602 0.0463 0.0948 -0.1235
O -1.51220 0.36619 -0.81779 0.2062 -0.1519 0.1431
C -0.98213 1.92529 -2.55050 -0.1224 -0.0094 -0.0356
C 0.42882 1.70051 -2.56954 -0.1492 0.2388 -0.1826
O 1.09712 0.95612 -1.85132 0.1572 -0.3919 0.2817
C -1.47668 2.85909 -3.48762 0.0178 0.0238 -0.0216
H -4.78414 2.55821 -2.89968 0.0050 0.0026 0.0025
H 0.97386 2.25548 -3.34553 0.0186 0.0425 -0.0332
H -0.77588 3.39626 -4.11573 -0.0048 -0.0110 0.0059
Se 1.78105 1.75943 5.12684 0.0344 -0.1479 -0.0577
Sb 0.79210 3.15014 3.33973 0.3616 -0.1048 -0.7167
Se 0.47453 2.31536 0.74160 0.0322 0.6011 0.8563
Se -1.60806 2.94945 3.13832 -0.3087 -0.0123 -0.0142
Se 1.93542 5.23223 3.08030 -0.0579 -0.0278 0.0632
C 0.12511 -2.96319 -0.36477 0.0072 0.0320 -0.0001
N 0.19309 -4.23225 -1.08424 0.0170 0.0136 0.0023
C 1.52468 -4.36271 -1.67770 -0.0096 0.0092 0.0124
N 1.82700 -3.26449 -2.59765 0.0026 -0.0003 0.0150
C 1.74036 -2.01269 -1.85354 -0.0686 0.0078 0.0116
N 0.39601 -1.80371 -1.25005 -0.0185 0.0113 -0.1348
C -0.60283 -1.84807 -2.35301 0.0672 -0.0140 0.0420
N -0.54079 -3.09876 -3.10261 0.0015 0.0161 0.0128
C -0.78789 -4.20037 -2.17107 -0.0105 0.0007 0.0098
C 0.80772 -3.25250 -3.64784 -0.0034 0.0154 0.0105
H 0.85963 -2.95400 0.44149 0.0037 -0.0087 -0.0018
H -0.86638 -2.83983 0.06798 -0.0129 0.0049 -0.0001
H 1.58034 -5.30862 -2.22078 -0.0042 0.0003 -0.0059
H 2.26961 -4.37092 -0.87960 0.0033 0.0015 0.0025
H 1.94925 -1.17200 -2.51330 0.0035 0.0053 -0.0151
H 2.47093 -2.01968 -1.04729 0.0203 -0.0038 0.0126
H -0.41080 -1.00911 -3.02252 0.0114 0.0084 -0.0188
H -1.59178 -1.72542 -1.91839 -0.0354 0.0020 0.0161
H -0.74381 -5.14540 -2.71681 0.0069 -0.0007 -0.0022
H -1.78630 -4.08605 -1.74484 -0.0004 0.0012 0.0001
H 1.01145 -2.42415 -4.32947 -0.0012 0.0025 -0.0015
H 0.86159 -4.18912 -4.20725 -0.0017 -0.0027 0.0072
```
Forces are in eV/Å.

Atomic partial charges in e from the natural (NBO) method, atoms 1 to 6: 0.8202, -0.5165, -0.0699, -0.0783, -0.4810, 0.3401



(5)
Formula: C19H21ClN2PSTb
Source: OMol25
Level of theory: ωB97M-V with the def2-TZVPD basis set

Calculated values
**E_LUMO (spin up / spin down)**: -7.698 / -7.037 eV
**Charge**: +2
**Kohn-Sham gap (spin up / spin down)**: 0.240 / 0.265 hartree
**F_max**: 3.4 eV/Å
**⟨S²⟩**: 12.73
**2S+1**: 7
**Total energy**: -2869.8124 hartree

XYZ file:
```
46
Properties=species:S:1:pos:R:3:forces:R:3
Tb 0.83555 0.10895 2.25564 1.5672 -0.1972 0.3856
Cl 3.08018 -0.58135 2.98519 -0.9391 0.3191 -0.3507
P 0.01360 -0.00170 -0.39723 0.2765 -0.4284 -3.3473
C -0.63618 1.51578 -1.16617 -0.4557 0.6158 0.7731
C -1.84665 1.52802 -1.88013 0.2078 0.2081 0.0565
C -2.35534 2.73769 -2.36416 0.2427 -0.0029 0.2420
C -1.69962 3.94295 -2.08614 0.1300 -0.3674 0.0135
C -0.51598 3.94029 -1.33420 -0.0735 -0.1218 -0.0445
C 0.01033 2.73300 -0.86869 -0.2518 0.0759 -0.0348
C 1.61540 -0.26192 -1.30982 0.8121 0.2575 0.5692
C 2.32740 -1.44100 -1.02804 0.0693 0.0482 0.3651
C 3.64652 -1.60521 -1.46337 0.0163 -0.2166 0.0273
C 4.30870 -0.59611 -2.16894 -0.6568 0.1260 0.1447
C 3.58488 0.55291 -2.49227 -0.2891 0.1049 -0.0435
C 2.24795 0.71693 -2.09500 0.0058 0.0132 0.3853
C -0.94876 -1.31998 -1.18885 -0.6755 -0.7146 0.7348
C -1.59859 -2.25283 -0.36141 -0.0631 -0.0438 -0.3105
C -2.36633 -3.26998 -0.93955 0.0944 -0.1168 -0.0788
C -2.50324 -3.36424 -2.33162 0.3169 0.2877 0.2493
C -1.85925 -2.43447 -3.15758 0.2507 0.3711 0.4694
C -1.07420 -1.42177 -2.58590 -0.2366 -0.1186 0.0224
H 1.84818 -2.22836 -0.42363 0.2799 0.2253 -0.3673
H 4.17406 -2.53162 -1.23736 -0.1683 0.2185 0.0094
H 5.35986 -0.69151 -2.45399 -0.4512 -0.0364 0.0835
H 4.06510 1.35678 -3.04351 -0.0996 -0.1498 0.0010
H 1.69225 1.62523 -2.34266 0.4213 -0.2746 -0.0400
H -2.39182 0.60068 -2.06143 0.1726 0.3622 0.0417
H -3.27956 2.72537 -2.94150 0.2479 0.0833 0.1605
H -2.11560 4.87834 -2.45836 0.1557 -0.2103 0.1215
H -0.00109 4.87734 -1.11296 -0.1917 -0.2931 -0.0828
H 0.94162 2.74399 -0.27996 -0.3444 0.0093 -0.3218
H -1.51067 -2.19539 0.74091 -0.0877 -0.0452 -0.6772
H -2.83761 -4.00836 -0.29232 0.0251 0.1818 -0.2055
H -3.09243 -4.16102 -2.78449 0.1026 0.1991 0.2276
H -1.97074 -2.47472 -4.24280 0.0620 -0.0504 0.3684
H -0.60520 -0.67341 -3.22644 0.0043 -0.2901 0.1267
H -2.36575 1.04736 1.68986 0.0200 0.0308 0.0081
H -2.51033 0.33635 1.51671 0.0314 -0.0404 0.0019
N 0.09781 1.12539 6.56266 -0.0160 0.0255 -0.4708
C -0.09831 -0.07921 6.00533 0.8742 -0.2416 0.7763
N 0.12154 -1.21040 6.69315 0.6897 1.1514 0.8068
S -0.65542 -0.19590 4.30369 -0.6483 0.1424 1.6251
H 0.54001 1.29790 7.50101 -0.8561 -0.4218 -1.3859
H -0.19253 1.93258 5.98508 0.4706 -0.6669 0.8629
H -0.07072 -2.08001 6.22538 0.1263 -0.1893 0.0824
H 0.59100 -1.24337 7.65586 -1.1688 0.1809 -1.9806
```
Forces are in eV/Å.

Atomic partial charges in e from the Löwdin method, atoms 1 to 6: 1.0001, -0.1259, 0.8983, -0.3933, -0.0695, -0.0387